A 2-piece molecular cluster, C13H17NOS overall in a non-equilibrium geometry. Source: the Open Molecules 2025 dataset; level of theory: wB97M-V/def2-TZVPD.

XYZ file:
```
33
Properties=species:S:1:pos:R:3:forces:R:3
S 0.06230 -1.18134 2.56922 1.1897 -0.1537 -0.4862
O -2.10249 0.23281 2.57058 -0.0315 -0.9221 0.1003
N 1.20596 1.08690 -0.07318 -1.0387 -0.7860 -0.0981
C -0.38884 -1.24159 -1.27478 -0.2188 0.4317 -0.0419
C 3.44767 1.77928 0.34103 0.0823 -0.2742 0.1967
C -0.84580 -0.04127 -0.69153 -0.8758 -0.7721 -0.8512
C -2.48316 -1.40965 -2.46844 -0.0742 0.1584 0.1084
C 2.04980 1.67108 0.96891 0.1391 0.5980 0.1343
C -2.14798 0.43688 -0.95017 0.6166 -0.0577 0.2442
C -1.59714 -0.88546 2.78237 -0.4639 1.2928 -0.3557
C -2.95835 -0.24013 -1.84431 0.1572 -0.5622 -0.3950
C 1.94542 0.75687 -1.30605 0.7327 -0.4874 -0.0719
C -1.20499 -1.91068 -2.18093 -0.2257 0.1546 0.1098
C -0.02388 0.71701 0.20204 1.1821 0.7253 1.1639
C 3.27017 1.53255 -1.16927 -0.3426 0.3043 -0.1076
C -2.44253 -2.06064 3.21831 -0.4232 0.1027 0.0638
H 4.08757 1.01009 0.78405 0.0184 0.1844 -0.1063
H -0.84558 -2.82717 -2.65298 -0.2059 0.2572 0.1668
H 2.00707 1.02365 1.85999 -0.0676 0.1587 -0.2859
H 1.38706 1.01985 -2.21452 -0.0558 -0.0163 0.4448
H 3.88097 2.76185 0.54958 0.0513 -0.2714 -0.0593
H -2.07584 -2.48047 4.16396 -0.0169 0.0568 -0.3266
H 3.18684 2.48751 -1.69886 0.0089 -0.1116 0.0838
H -2.48269 1.34617 -0.44174 0.0370 -0.3923 -0.1773
H 4.10459 0.98589 -1.62203 -0.2053 0.0995 0.1785
H 2.15179 -0.32684 -1.35177 -0.1102 0.4853 0.1259
H -0.45255 1.10287 1.13591 -0.0099 -0.1693 -0.3046
H 0.58604 -1.64784 -0.98811 -0.4783 0.1364 -0.1229
H -3.95754 0.13344 -2.06153 0.2195 -0.1425 0.0395
H -2.42157 -2.83667 2.44285 0.0953 0.1218 0.2491
H 1.65274 2.66282 1.23190 0.0415 -0.3314 -0.0072
H -3.12778 -1.94995 -3.17342 0.2995 0.2830 0.3239
H -3.46726 -1.70783 3.34292 -0.0267 -0.1008 0.0640
```
Positions in Å, forces in eV/Å.

Values from the calculation:
Energy   -1033.70754 hartree
HOMO   -6.980 eV
Charge   0
Lowest unoccupied orbital energy   -0.0209 Ha
Relative energy (zero: lowest compared OMol25 entry of this formula, charge and spin)   38.8 kcal/mol

One molecule with the formula C6H6O2 in a non-equilibrium geometry. Source: the Open Molecules 2025 dataset; level of theory: wB97M-V/def2-TZVPD.

XYZ file:
```
14
Properties=species:S:1:pos:R:3:forces:R:3
O -1.50914 1.26647 -0.18766 -0.5306 -0.2116 -0.3375
O -1.52204 -1.09528 -0.19073 -0.6377 -0.2666 -0.3308
C 1.10888 -1.10685 -0.02148 0.4735 -0.6597 -0.3939
C -0.23664 0.76232 -0.09081 -1.3678 -2.2282 0.1060
C -0.28616 -0.59679 -0.10957 2.6077 1.7887 0.6142
C 1.88100 0.19510 0.00583 3.1667 -1.0471 0.0034
C 1.09229 1.25444 0.00541 0.8442 4.1994 -1.2288
C -2.25927 0.07375 0.14416 -0.8473 0.3179 -0.8422
H -2.34301 0.09570 1.20533 -0.4603 -0.0817 1.0977
H 1.42161 -1.67380 -0.91724 -0.1822 0.2264 0.0929
H 1.42474 2.39863 -0.17073 -0.8403 -2.9903 0.7567
H 1.41047 -1.77325 0.81074 -0.5520 0.4089 -0.1156
H -3.20165 0.00085 -0.40734 0.1549 0.4825 0.2938
H 3.01892 0.19872 -0.07591 -1.8289 0.0614 0.2840
```
Positions in Å, forces in eV/Å.

Values from the calculation:
Energy   -382.60886 hartree
SMILES   C1=CC2=C(C1)OCO2
HOMO   -7.401 eV
Charge   0
Lowest unoccupied orbital energy   0.0374 Ha
Relative energy (zero: lowest compared OMol25 entry of this formula, charge and spin)   48.2 kcal/mol

CH6N3S as an isolated structure in a non-equilibrium geometry. Source: the Open Molecules 2025 dataset; level of theory: wB97M-V/def2-TZVPD.

XYZ file:
```
11
Properties=species:S:1:pos:R:3:forces:R:3
S -2.56624 -0.12477 -0.09761 -0.6847 -1.2249 1.0358
N -1.29632 0.78267 0.44945 4.7706 -0.7348 -2.3493
N 0.40675 -1.29845 0.29922 -2.8562 1.1842 0.5730
N 1.18607 0.90273 -0.18793 2.6684 0.0830 0.2669
C 0.36969 0.00954 0.13301 -5.5593 -1.8303 0.7601
H 0.86650 1.75504 -0.52899 -0.8301 1.8842 -0.2856
H -2.60789 0.31386 -1.34846 0.1667 0.4538 -0.3197
H -1.03649 0.76866 1.41349 -1.1522 0.0427 1.1608
H -0.60606 -1.69297 0.46104 2.5466 0.5061 -0.3329
H 1.21873 -1.88634 0.36530 0.1989 -0.1907 -0.1973
H 2.17438 0.79590 -0.08621 0.7313 -0.1732 -0.3118
```
Positions in Å, forces in eV/Å.

Values from the calculation:
Energy   -603.83155 hartree
HOMO   -13.572 eV
Charge   +1
Lowest unoccupied orbital energy   -0.1416 Ha
Relative energy (zero: lowest compared OMol25 entry of this formula, charge and spin)   42.2 kcal/mol

- Among the records above, which one has the highest lowest unoccupied orbital energy?
  C6H6O2

- Which formula does entry 2 have?
  C6H6O2

- Among the records above, which one has the lowest HOMO?
  CH6N3S

- Which of these has the lowest lowest unoccupied orbital energy?
  CH6N3S